(1)
130
Properties=species:S:1:pos:R:3:forces:R:3 method="wB97M-V/def2-TZVPD" mol_weight_g_mol=3007.2 total_energy_ev=-1974766.458 homo_ha=-0.32559 orbital_gap_ev=6.78
C 3.1665 -3.0559 2.9372 0.1 0.6 1.1
C 1.9628 -1.9022 3.0636 0.5 -0.3 -1.2
C 0.7884 -2.1561 1.9036 1.5 -0.6 0.9
N 0.3976 -0.7808 1.4083 -2.6 -0.8 -1.5
C -0.8510 -0.8282 0.5206 -1.7 -0.3 -3.0
C -0.5857 -1.2893 -1.0522 -3.8 0.7 1.3
C 0.9230 -1.6873 -1.6222 -1.1 -0.1 -1.3
C 1.1295 -3.3460 -1.6432 -0.5 0.3 1.1
O -0.0662 -3.8766 -0.9075 1.1 -1.0 -2.5
C -0.5058 -5.1570 -1.4831 -1.3 -0.9 0.6
C -2.0805 -5.4649 -1.0145 -0.3 0.5 0.3
C -1.9352 -1.3451 -2.0048 0.2 0.8 2.2
C -3.4590 -0.9338 -1.4475 2.0 0.2 1.4
C -3.7283 -0.4192 0.1214 4.0 -1.2 -2.2
C -5.2042 0.0334 0.6669 -0.5 0.3 1.7
F -6.1167 0.6031 -0.3496 2.9 -1.8 2.7
F -5.0124 1.1440 1.6760 -0.4 -2.7 -2.9
C -5.8949 -1.2007 1.5599 -2.0 -2.6 2.6
C -5.6975 -1.1714 3.2189 -1.9 -2.4 -0.8
C -6.3660 -2.3085 4.2320 -0.4 -0.3 -4.4
C -7.2246 -3.5543 3.6001 1.9 3.6 -2.3
C -7.4151 -3.5759 1.9610 1.0 2.1 1.2
C -8.2779 -4.8129 1.2720 1.2 -0.5 -0.3
F -8.7674 -4.4498 -0.0778 1.2 -1.4 4.4
F -9.3753 -5.3298 2.1217 3.5 1.6 -3.1
F -7.2928 -5.9406 1.0703 -3.4 3.0 0.5
C -6.7887 -2.4203 0.9332 0.7 0.2 4.0
C -2.3578 -0.4131 1.0804 0.9 -0.7 -2.0
N -2.3907 -0.0224 2.5732 0.8 -0.9 -2.4
C -1.6900 1.2968 2.8113 1.0 1.7 0.5
C -1.8437 2.3954 1.6031 0.4 1.0 0.2
C -1.7632 3.9545 2.2027 -0.7 0.2 -0.5
C -4.6566 -1.0822 -2.5775 -3.6 -1.6 0.3
O -5.8774 -1.5746 -2.3706 7.5 3.1 -1.0
C -4.2181 -0.6187 -4.1243 4.2 -1.4 -0.6
C -2.8316 -0.9839 -4.6243 -3.3 0.2 1.5
C -2.2502 -0.5947 -6.1126 0.7 1.1 0.9
F -3.0783 0.5775 -6.5821 1.9 -3.6 0.7
F -2.2239 -1.7125 -7.0836 -0.3 3.6 2.8
C -0.7320 0.0522 -5.8390 3.1 2.0 0.5
C -0.7059 1.6278 -5.2920 3.1 -1.1 0.0
C 0.7034 2.4306 -4.9157 0.0 -4.8 -1.6
C 2.1067 1.6043 -5.1075 -3.3 -1.3 -0.6
C 2.0975 0.0294 -5.6608 -2.6 1.8 0.3
C 3.5914 -0.6864 -5.7647 0.0 0.0 1.6
F 4.2276 -0.5186 -4.4045 -1.5 -0.6 -4.2
F 4.5052 -0.0122 -6.7193 -2.9 -2.7 3.0
F 3.4865 -2.1607 -5.9682 0.7 5.0 0.2
C 0.6754 -0.7649 -6.0358 0.1 4.0 1.5
C -1.7740 -1.7921 -3.6095 1.8 -2.8 -0.8
O -0.9246 -2.7260 -4.0454 -5.0 5.9 2.6
H 3.2335 -3.5072 1.8573 -0.3 0.7 2.2
H 2.9946 -3.8694 3.7815 0.3 1.4 -2.1
H 4.2219 -2.5511 3.1702 -2.5 -1.3 -0.4
H 2.4556 -0.8545 2.7792 -1.2 -2.1 0.8
H 1.5133 -1.8575 4.1431 0.9 0.0 -2.1
H -0.1369 -2.7521 2.3112 1.7 1.4 -0.8
H 1.2999 -2.8418 1.0953 -1.2 1.4 1.3
H 1.1599 -0.3373 0.8481 -0.9 -0.7 0.6
H 0.9137 -1.3560 -2.7666 0.1 -0.5 2.5
H 1.7953 -1.1234 -1.0834 -1.9 -1.1 -0.8
H 1.2092 -3.7833 -2.7273 -0.4 1.0 2.1
H 2.0686 -3.6730 -1.0265 -1.5 0.8 -1.2
H 0.1712 -6.0037 -1.0364 -1.2 1.5 -1.1
H -0.4950 -5.1513 -2.6551 0.3 0.1 2.2
H -2.8583 -5.2508 -1.8712 1.7 -0.4 1.6
H -2.2448 -6.5751 -0.6749 0.5 2.1 -0.7
H -2.4028 -4.7626 -0.1078 0.9 -1.5 -1.9
H -5.0704 -0.3218 3.7754 -1.8 -2.1 -1.9
H -6.2075 -2.1991 5.4101 -0.4 -0.3 -3.0
H -7.6653 -4.3445 4.3496 0.8 1.6 -2.0
H -7.0079 -2.5036 -0.2126 0.5 0.2 2.5
H -1.8668 -0.8023 3.0737 -0.7 1.4 -1.0
H -2.0931 1.8033 3.8141 0.7 -1.2 -2.4
H -0.5449 1.1104 2.9926 -2.1 0.4 -0.4
H -2.8494 2.3398 1.0061 2.0 -0.3 1.3
H -0.9329 2.2854 0.8657 -2.0 0.0 1.3
H -0.7638 4.4917 1.8773 -2.0 -1.2 1.0
H -2.6389 4.5971 1.7101 1.8 -1.5 1.1
H -1.9594 3.9993 3.3661 0.7 -0.1 -2.6
H -4.9793 -0.0477 -4.8077 1.6 -1.4 1.5
H -1.6992 2.2630 -5.1145 2.3 -1.9 -0.6
H 0.6800 3.5483 -4.5065 0.1 -2.8 -1.0
H 3.1199 2.1592 -4.8061 -2.4 -1.6 -0.9
H 0.6721 -1.8813 -6.3967 0.1 2.5 0.8
C 6.9711 -0.8250 2.7240 0.2 0.0 -0.2
Br 5.1217 -0.3048 2.4190 0.7 0.3 0.0
Br 8.0389 0.6567 3.3938 -0.3 -0.4 -0.2
Br 7.1029 -2.3895 3.8726 -0.1 0.5 -0.2
H 7.3887 -1.1061 1.7516 -0.2 0.1 0.4
C 9.6711 -0.6750 -1.1593 0.2 -0.1 -0.3
Br 7.8217 -0.1548 -1.4643 0.4 -0.1 0.2
Br 10.7389 0.8067 -0.4895 -0.3 -0.3 -0.1
Br 9.8029 -2.2395 -0.0108 -0.2 0.7 -0.3
H 10.0887 -0.9561 -2.1317 -0.2 0.2 0.4
C -3.8706 0.4395 7.0686 0.1 0.2 0.1
Br -5.7034 -0.1189 7.4045 0.4 0.1 -0.1
Br -2.6223 -0.3892 8.3092 -0.3 0.2 -0.3
Br -3.3525 0.1464 5.2165 -0.1 0.0 1.3
H -3.8279 1.5193 7.2454 -0.1 -0.5 0.0
C 0.8938 5.1719 5.4536 0.0 0.2 -0.1
Br 1.9205 4.3836 4.0015 -0.3 0.1 0.4
Br -0.7620 4.2038 5.7782 0.5 0.2 0.2
Br 1.9547 5.3551 7.0739 -0.3 -0.1 -0.4
H 0.6164 6.1827 5.1370 0.1 -0.5 0.1
C 14.6414 -0.3442 -0.6598 -0.1 0.2 0.0
Br 16.2581 0.6405 -0.2118 -0.4 -0.3 -0.1
Br 14.9169 -1.5398 -2.1693 -0.1 0.3 0.4
Br 13.9138 -1.2810 0.8821 0.2 0.2 -0.4
H 13.8931 0.3931 -0.9683 0.3 -0.3 0.1
C 0.6294 6.8120 -4.6421 0.1 0.3 -0.1
Br -1.2034 6.2535 -4.3061 0.4 0.0 -0.1
Br 1.8777 5.9833 -3.4014 -0.3 0.2 -0.3
Br 1.1475 6.5188 -6.4941 -0.2 0.0 0.5
H 0.6721 7.8918 -4.4652 0.0 -0.5 -0.1
C -3.2289 8.1606 -1.1048 0.1 -0.1 -0.2
Br -5.0783 8.6809 -1.4098 0.4 -0.1 0.2
Br -2.1611 9.6423 -0.4349 -0.3 -0.4 -0.1
Br -3.0971 6.5961 0.0438 0.0 0.5 -0.3
H -2.8113 7.8795 -2.0772 -0.2 0.1 0.4
C 10.8711 -5.4394 1.9952 0.2 -0.1 -0.2
Br 9.0217 -4.9191 1.6902 0.4 -0.4 0.3
Br 11.9389 -3.9577 2.6651 -0.3 -0.4 -0.1
Br 11.0029 -7.0039 3.1438 -0.1 0.5 -0.3
H 11.2887 -5.7205 1.0228 -0.2 0.1 0.4
C -8.5736 8.2781 0.5430 0.2 -0.2 0.0
Br -8.4810 9.1433 2.2827 -0.1 -0.2 -0.5
Br -10.0693 7.0395 0.4293 0.4 0.4 0.0
Br -8.5936 9.5724 -0.9091 -0.1 -0.3 0.4
H -7.6592 7.6862 0.4312 -0.4 0.3 0.0

---

(2)
104
Properties=species:S:1:pos:R:3:forces:R:3 method="wB97M-V/def2-TZVPD" total_charge=+1 mol_weight_g_mol=1143.8 total_energy_ev=-99270.254 homo_ha="-0.35455 / -0.35477" s2=0.758 multiplicity=2 orbital_gap_ev="5.80 / 5.21"
Ir -0.4185 -0.1119 0.3106 0.0 0.3 0.5
C -6.0060 -0.5519 1.7767 0.0 0.0 0.0
C -5.3145 -1.3600 2.6678 0.0 -0.1 0.0
C -3.9282 -1.3559 2.6934 0.0 0.0 0.0
C -3.2018 -0.5113 1.8471 0.0 0.1 0.0
C -3.9040 0.2752 0.9375 0.0 0.0 0.0
C -5.2892 0.2519 0.9045 0.0 0.0 0.0
N -1.7882 -0.5007 1.8874 -0.1 -0.2 -0.5
C -1.1178 -0.6770 3.0466 0.1 0.0 0.3
C -1.6179 -0.4571 4.3594 0.0 0.0 -0.1
C -0.8181 -0.6970 5.4407 0.0 0.0 0.1
C 0.5121 -1.1749 5.3259 -0.1 0.0 0.0
C 1.0366 -1.4015 4.0904 0.0 0.0 0.0
C 0.2356 -1.1255 2.9646 -0.1 0.0 0.2
N 0.6051 -1.3153 1.6802 0.2 0.1 -0.3
N 1.5180 -2.1224 1.3279 -0.1 -0.1 0.1
C 1.4339 -2.3405 -0.0310 0.1 0.0 -0.1
C 2.2498 -3.3236 -0.5977 0.0 0.0 0.0
C 2.1152 -3.6205 -1.9329 0.0 0.0 0.0
C 1.1502 -2.9424 -2.6807 0.0 0.0 0.0
C 0.3792 -1.9861 -2.0652 0.0 0.1 0.0
N 0.5185 -1.6619 -0.7688 0.1 -0.1 -0.1
H -7.0876 -0.5575 1.7566 0.0 0.0 0.0
H -5.8561 -2.0087 3.3460 0.0 0.0 0.0
H -3.4045 -2.0100 3.3801 0.0 0.0 0.0
H -3.3685 0.8743 0.2161 0.0 0.0 0.0
H -5.8074 0.8629 0.1768 0.0 0.0 0.0
H -2.6185 -0.0715 4.4906 0.0 0.0 0.0
H -1.2089 -0.4918 6.4300 0.0 0.0 0.0
H 1.1081 -1.3201 6.2157 0.0 0.0 0.0
H 2.0589 -1.7217 3.9382 0.0 0.0 0.0
H 2.9628 -3.8191 0.0455 0.0 0.0 0.0
H 2.7437 -4.3706 -2.3941 0.0 0.0 0.0
H 1.0009 -3.1438 -3.7320 0.0 0.0 0.0
H -0.3792 -1.4459 -2.6088 0.0 0.0 0.0
O -3.8899 -1.7102 -1.5728 -0.1 0.0 0.1
C -3.0902 -2.4234 -0.9977 0.2 -0.1 -0.2
O -2.0314 -2.1313 -0.3365 -0.3 -0.1 -0.1
C -3.3071 -3.9619 -1.1396 0.0 0.0 0.1
N -2.2740 -4.6194 -0.2495 -0.1 -0.1 0.1
C -2.9885 -5.4102 0.8109 0.1 0.0 -0.1
C -4.3654 -4.7679 0.8581 0.0 0.0 0.0
C -4.6539 -4.4415 -0.6074 0.0 0.0 0.0
H -3.1202 -4.2450 -2.1735 0.0 0.1 0.0
H -1.7922 -3.7574 0.1172 0.1 0.1 0.0
H -1.6011 -5.1772 -0.7649 0.0 0.0 0.0
H -2.4183 -5.3681 1.7359 0.0 0.0 0.0
H -3.0422 -6.4428 0.4688 0.0 0.0 0.0
H -4.3401 -3.8535 1.4510 0.0 0.1 0.0
H -5.0982 -5.4407 1.2993 0.0 0.0 0.0
H -5.3928 -3.6528 -0.7331 0.0 0.0 0.0
H -4.9956 -5.3268 -1.1455 0.0 0.0 0.0
N 4.5568 5.9174 -1.6315 0.0 0.0 0.0
C 4.3925 4.9459 -0.6704 0.0 0.0 0.0
C 5.0311 3.7073 -0.7890 0.0 0.0 0.0
C 4.8205 2.7177 0.1524 0.1 0.0 0.0
C 3.9671 2.9389 1.2255 -0.1 0.0 0.0
C 3.3469 4.1789 1.3680 0.0 0.0 0.0
C 3.5541 5.1689 0.4313 0.0 0.0 0.0
S 3.5596 1.6162 2.3148 0.0 0.1 0.1
O 4.4376 0.5240 2.0020 0.0 0.0 0.0
O 3.4747 2.1194 3.6617 -0.1 0.0 -0.1
N 2.0824 1.1572 1.7968 -0.2 0.1 0.0
C 0.9656 1.7197 2.2388 0.1 0.0 -0.1
S 0.7248 2.7034 3.6590 0.1 0.0 -0.1
C -0.9564 2.8733 3.2695 0.0 0.0 0.0
C -1.2706 2.1967 2.1630 0.1 0.0 -0.1
N -0.1950 1.5395 1.5627 0.0 0.0 0.4
H 5.3457 5.8339 -2.2486 0.0 0.0 0.0
H 4.3166 6.8621 -1.3865 0.0 0.0 0.0
H 5.6956 3.5230 -1.6250 0.0 0.0 0.0
H 5.3314 1.7666 0.0672 0.0 0.1 0.0
H 2.7126 4.3723 2.2225 0.0 0.0 0.0
H 3.0737 6.1330 0.5496 0.0 0.0 0.0
H -1.6161 3.4728 3.8750 0.0 0.0 0.0
H -2.2447 2.1406 1.7078 0.0 0.0 0.0
C 1.3245 1.1755 -2.9426 0.1 0.1 0.0
Te 1.5047 1.3643 -0.8193 -0.2 -0.1 0.0
C 3.2428 0.1878 -1.1628 0.0 0.0 0.0
C 3.7290 0.7345 -2.4801 0.0 0.0 0.0
C 5.0750 0.7642 -2.8222 0.0 0.0 0.0
C 5.4702 1.2970 -4.0405 0.0 0.0 0.0
C 4.5224 1.8122 -4.9148 0.0 0.0 0.0
C 3.1772 1.7862 -4.5778 0.0 0.0 0.0
C 2.7706 1.2387 -3.3670 0.0 0.0 0.0
H 0.7147 1.9942 -3.3207 0.0 0.0 0.0
H 0.8484 0.2376 -3.2117 0.0 -0.1 0.0
H 2.9563 -0.8583 -1.2421 0.0 0.0 0.0
H 3.9323 0.2983 -0.3294 0.0 -0.1 -0.1
H 5.8141 0.3760 -2.1309 0.0 0.0 0.0
H 6.5195 1.3195 -4.3046 0.0 0.0 0.0
H 4.8332 2.2408 -5.8586 0.0 0.0 0.0
H 2.4389 2.1969 -5.2563 0.0 0.0 0.0
C -2.7278 2.6778 -3.0562 0.0 0.0 0.0
C -2.6547 1.2982 -3.1751 0.0 0.1 0.0
C -2.0037 0.5437 -2.2091 -0.1 -0.2 0.0
C -1.4170 1.1169 -1.0793 0.0 0.0 0.0
C -1.5054 2.5134 -0.9849 0.2 0.0 0.0
C -2.1445 3.2800 -1.9531 0.0 0.0 0.0
H -3.2367 3.2711 -3.8047 0.0 0.0 0.0
H -3.1227 0.7962 -4.0128 0.0 0.0 0.0
H -2.0402 -0.5294 -2.3231 0.0 0.0 0.0
H -1.0391 3.0458 -0.1666 0.0 0.0 0.1
H -2.1813 4.3561 -1.8358 0.0 0.0 0.0